Record 1
Here is a structure of composition C23H33B2F18HfN4O9S3 at a distorted geometry from the Open Molecules 2025 dataset. Energies are from the ωB97M-V functional and the def2-TZVPD basis.

```
! RIJCOSX wB97M-V def2-TZVPD def2/J DEFGRID3
* xyz -1 1
Hf 4.38504 -27.68947 -15.17989
S 3.60033 -28.59819 -11.66192
S 2.90966 -25.31224 -17.65745
S 4.40223 -24.33784 -13.51876
F 0.79270 -27.63629 -16.08660
F 1.98328 -24.09210 -14.57247
F 6.25216 -29.29211 -15.74710
F 6.42922 -31.04360 -14.39245
F 2.14088 -29.01881 -14.88334
F 5.20261 -30.67048 -11.16898
F 3.29533 -30.69689 -10.11412
F 4.43332 -30.03402 -14.81829
F 3.09711 -22.99500 -18.93218
F 5.52920 -31.26648 -16.51456
F 3.73685 -22.84390 -16.85146
F 2.27271 -26.88731 -14.58119
F 0.30030 -27.96945 -13.88317
F 4.96884 -23.85350 -18.37452
F 3.34489 -31.16367 -12.20123
F 1.93295 -24.60384 -12.43311
F 3.71569 -28.69734 -17.05659
F 2.47707 -22.63842 -13.06216
O 4.50337 -25.74643 -13.98537
O 2.21714 -28.36662 -11.30034
O 1.57431 -24.99263 -17.18344
O 3.64235 -25.97018 -16.50468
O 4.48295 -27.83693 -10.78242
O 3.04664 -26.07057 -18.88947
O 4.91733 -24.09841 -12.18372
O 4.97212 -23.39621 -14.46204
O 3.92838 -28.41629 -13.09023
N 0.38588 -32.15198 -16.06888
N -2.76499 -29.31103 -13.41448
N -0.36727 -27.14481 -11.24552
N -1.90045 -26.31696 -15.13933
C -2.79068 -31.51083 -12.99708
C -3.65354 -29.89006 -14.28165
C -1.48163 -25.47454 -16.13323
C -2.20045 -29.89657 -17.98773
C 3.90439 -30.37105 -11.23774
C -0.98437 -27.94551 -10.33826
C -2.55936 -24.72254 -16.56604
C -3.26756 -26.30447 -15.12682
C -2.15785 -30.31496 -12.67138
C -0.89047 -30.37312 -17.36956
C -2.48715 -26.63886 -11.33747
C -1.25450 -26.26137 -11.81769
C 0.49746 -31.38180 -14.77730
C -2.35732 -27.67309 -10.41224
C -3.60963 -31.25758 -14.08821
C 1.58660 -31.72051 -16.95176
C 2.20101 -33.83563 -15.93666
C 3.72835 -23.61784 -17.91626
C -0.92176 -31.77894 -16.75583
C -3.69374 -25.24403 -15.89830
C 2.78185 -32.54111 -16.48991
C 0.66413 -33.62638 -15.87435
C 2.53738 -23.92822 -13.38804
B 1.30232 -27.91367 -14.85128
B 5.62625 -30.49046 -15.37624
H -4.13319 -31.94918 -14.73192
H -2.44376 -32.48032 -12.67174
H 0.35177 -33.95226 -14.88429
H -1.22163 -26.89623 -14.67099
H -2.24774 -28.88223 -18.37582
H -4.16446 -29.31140 -15.03291
H 2.41897 -34.65925 -16.61143
H 1.80371 -30.65862 -16.86385
H -2.97878 -29.98882 -17.22599
H -2.45639 -23.92484 -17.28247
H -3.43101 -26.14639 -11.52615
H 1.53098 -31.23401 -14.47556
H -3.85998 -27.00258 -14.55740
H -2.43076 -30.55139 -18.83279
H 0.61601 -27.20784 -11.48962
H -4.70086 -24.88320 -16.03501
H 0.06521 -32.06304 -14.04254
H -1.11861 -32.57352 -17.47341
H -0.49044 -28.67165 -9.71523
H 0.02945 -34.08862 -16.62841
H 3.36946 -32.09818 -15.69450
H -1.42916 -30.16140 -11.89455
H -1.60336 -31.80044 -15.90238
H -0.94371 -25.53054 -12.54314
H 1.35800 -31.90816 -17.99995
H 2.51892 -33.94135 -14.90323
H -0.41284 -25.44895 -16.29742
H 3.40704 -32.78523 -17.34422
H -0.06411 -30.45430 -14.72689
H -0.16748 -30.39984 -18.18804
H -0.53622 -29.63024 -16.65347
H -2.56532 -28.33073 -13.26908
H -3.18875 -28.18716 -9.95887
*
```

Properties
E_LUMO ... 0.2 eV
Gap between HOMO and LUMO ... 6.0 eV
E ... -132871.9220 eV


Record 2
Here is an isolated molecule of C3H5N3 at a distorted geometry from the Open Molecules 2025 dataset. Energies are from the ωB97M-V functional and the def2-TZVPD basis.

```
! RIJCOSX wB97M-V def2-TZVPD def2/J DEFGRID3
* xyz 0 1
N -0.92176 0.56313 -0.42303
N 0.53420 -0.93016 0.29030
N 0.28733 0.27638 -0.01429
C 1.22342 1.22522 0.19503
C -1.59072 -0.60458 -0.37771
C -0.58726 -1.57074 0.05944
H -2.62909 -0.64717 -0.49386
H 2.12313 0.66476 0.41062
H 1.58255 1.86475 -0.59493
H -0.83944 -2.64270 -0.16178
H 0.81764 1.80112 1.11020
*
```

Properties
E_LUMO ... 1.1 eV
Gap between HOMO and LUMO ... 10.7 eV
E ... -7660.3969 eV
Structure (SMILES) ... Cn1nccn1
Energy relative to the best compared isomer or geometry (same formula, charge and spin) ... 47.5 kcal per mole


Record 3
Here is a structure of composition C43H50Cl3Ge2N2O4S2SeSiTi at a distorted geometry from the Open Molecules 2025 dataset. Energies are from the ωB97M-V functional and the def2-TZVPD basis.

```
! RIJCOSX wB97M-V def2-TZVPD def2/J DEFGRID3
* xyz 0 2
Se 2.52695 4.03577 0.46103
Ge 0.10371 -2.49583 -1.11058
Ge -1.95195 -0.04958 -0.95060
Ti 0.19290 -0.01227 0.71916
Cl -2.65243 -2.65791 1.77605
Cl -0.11195 -2.69912 3.81384
Cl -2.35045 -0.32546 4.00311
S -2.55353 2.46199 2.15554
S 2.43975 1.39845 3.24679
Si -1.17654 -1.35960 2.59683
O -1.47088 1.59367 1.58385
O 3.64198 -1.47777 1.94321
O 1.57564 -1.25845 1.10332
O 1.15617 0.89581 2.62012
N 0.54766 1.89767 -0.01034
N 2.39880 0.16230 -0.88237
C -4.78390 -0.61871 -0.42614
C 4.58480 -0.80879 5.79983
C -1.49454 -2.59744 -2.21747
C 3.61532 -1.53305 6.47855
C 2.27226 -1.37338 6.16801
C 4.42581 1.92082 -3.42538
C -1.90139 4.04067 -0.01297
C -2.90633 -4.52769 -5.17999
C -3.61089 0.20087 0.10223
C -1.81010 1.43228 -2.25152
C -2.65876 -3.51805 -4.26953
C 4.72123 -0.01453 -0.27117
C 1.89002 -0.47874 5.18170
C 0.40366 2.89260 4.40807
C 2.87479 -1.06227 1.10270
C -0.21265 3.60972 3.21769
C -4.21297 4.04629 0.71332
C 3.34055 -0.25073 -0.08464
C 1.32993 2.74576 0.18046
C -1.73688 3.63464 3.30483
C 2.75807 0.87967 -1.98803
C -3.53370 5.38259 -1.16262
C -1.33007 -5.92903 -4.05705
C -4.52655 4.94402 -0.29919
C -1.08768 -4.90826 -3.14749
C 1.91817 2.79332 4.30758
C 3.43930 2.34680 -4.26313
C -2.32801 -1.56821 -2.08629
C -2.22754 4.93148 -1.02178
C 2.86891 0.23518 4.51418
C 2.08586 2.04159 -3.98196
C 5.09491 0.70100 -1.36668
C 1.68061 -2.45786 -2.26192
C 0.32974 -5.29418 -0.03945
C -1.75311 -3.69175 -3.21561
C 1.79649 -3.61557 -3.25427
C -3.18449 1.94165 -2.68166
C -2.24673 -5.74644 -5.07647
C 0.36784 -3.81014 0.31450
C -2.90406 3.61569 0.84919
C 4.21543 0.07739 4.79995
C 1.75420 1.32567 -2.87119
C 4.10644 1.17183 -2.26399
H -0.79520 -6.86395 -3.96366
H -3.78343 6.07136 -1.95776
H 2.37293 2.59707 5.27653
H 1.51792 -1.95349 6.68024
H -3.24183 -1.55596 -2.66919
H -3.81642 1.14503 -3.07632
H 0.17333 4.63029 3.16264
H -4.56344 -1.68345 -0.40373
H 3.68672 2.92091 -5.14506
H 1.33877 -3.55570 0.73185
H -0.35499 -5.08079 -2.36775
H 2.71212 -3.49866 -3.83778
H 0.73006 1.08897 -2.63032
H -5.54379 5.28398 -0.42092
H 5.42043 -0.39997 0.45312
H 2.36042 3.69179 3.87835
H -0.02867 1.89542 4.51216
H -2.09889 3.36212 4.29493
H 3.90875 -2.23750 7.24381
H 0.16203 3.43670 5.32671
H -2.43762 -6.53448 -5.79121
H 1.30856 2.38124 -4.65282
H 1.68276 -1.51978 -2.81639
H 6.13640 0.91942 -1.56519
H 2.55562 -2.44057 -1.61081
H -3.61282 -4.36117 -5.98197
H 0.96377 -3.64482 -3.95542
H 4.96365 0.61661 4.23751
H 5.46328 2.14787 -3.62875
H 0.84874 -0.35736 4.91989
H 1.84947 -4.59058 -2.76810
H -0.89217 3.66027 0.09464
H -5.67539 -0.45744 0.18348
H 1.02246 -5.56688 -0.83790
H 5.63084 -0.95033 6.03287
H -0.35558 -3.62835 1.10461
H -1.46034 5.27031 -1.70381
H -0.66637 -5.63498 -0.32067
H -3.84769 1.26383 0.07544
H -1.21143 2.24891 -1.84840
H -5.04397 -0.35801 -1.45155
H -3.09415 2.69531 -3.46577
H 0.08638 3.11081 2.29030
H -3.72352 2.40450 -1.85544
H -2.14804 4.60944 3.04483
H 0.62007 -5.86792 0.84223
H -3.43013 -0.06174 1.14128
H -1.28216 1.03591 -3.11967
H -3.16777 -2.57514 -4.39365
H -4.97943 3.67456 1.37842
*
```

Properties
E_LUMO (alpha / beta) ... -0.5 / -1.3 eV
Gap between HOMO and LUMO (alpha / beta) ... 7.4 / 6.8 eV
E ... -325186.0404 eV
⟨S²⟩ ... 0.760
Energy relative to the best compared isomer or geometry (same formula, charge and spin) ... 27.6 kcal per mole


Record 4
Here is the ion C8H14NO with charge +1 at a distorted geometry from the Open Molecules 2025 dataset. Energies are from the ωB97M-V functional and the def2-TZVPD basis.

```
! RIJCOSX wB97M-V def2-TZVPD def2/J DEFGRID3
* xyz 1 1
O -1.62687 -0.92022 0.42852
N -0.10026 0.73515 1.21980
C -0.22666 0.06151 -2.01620
C 1.75044 2.35281 0.83937
C 1.82826 -0.10921 -0.03891
C 0.76688 -1.20521 0.09218
C 0.80727 -0.41482 -1.09284
C -0.37348 -0.81356 0.97468
C 1.10971 1.04847 0.45218
C -2.13091 -2.17407 0.12915
H 2.69089 2.56624 0.22260
H -1.84180 -2.78809 -0.86368
H -3.19255 -1.90261 0.14897
H -0.92740 1.27965 0.78832
H 1.99944 2.45936 1.98944
H -0.02000 1.06502 2.12944
H -1.72435 -2.87097 0.94919
H -1.09960 0.42658 -1.48809
H -0.33919 -1.23184 1.98386
H 1.05771 3.33003 0.83990
H 2.89096 -0.17973 -0.03035
H 0.19617 0.87817 -2.62909
H -0.43900 -0.80026 -2.62524
H 1.13223 -2.19824 0.09080
*
```

Properties
E_LUMO (alpha / beta) ... -3.8 / -3.7 eV
Gap between HOMO and LUMO (alpha / beta) ... 8.1 / 8.2 eV
E ... -12048.3590 eV
Energy relative to the best compared isomer or geometry (same formula, charge and spin) ... 136.7 kcal per mole


Record 5
Here is a structure of composition CH2NO4PS4 at a distorted geometry from the Open Molecules 2025 dataset. Energies are from the ωB97M-V functional and the def2-TZVPD basis.

```
! RIJCOSX wB97M-V def2-TZVPD def2/J DEFGRID3
* xyz -2 3
S -0.03098 0.33569 -0.29158
S 0.97525 1.63551 -2.38778
S 3.63547 0.22485 -2.25508
S -0.25209 1.76459 0.97952
P -1.99316 -1.18232 0.64085
O -2.36440 -2.56263 0.94623
O -2.19955 -0.30077 1.97449
O -0.28853 -0.97531 0.69769
O -2.36387 -0.32852 -0.56763
N 1.70302 0.31006 -0.42513
C 2.19042 0.67561 -1.66440
H -1.44466 0.26532 2.11914
H 2.43308 0.13793 0.23369
*
```

Properties
E_LUMO (alpha / beta) ... 5.3 / 4.4 eV
Gap between HOMO and LUMO (alpha / beta) ... 3.4 / 5.8 eV
E ... -63379.8568 eV
⟨S²⟩ ... 2.010
Energy relative to the best compared isomer or geometry (same formula, charge and spin) ... 0.3 kcal per mole


Record 6
Here is a structure of composition C28H22F7NO5RuSTe from the Open Molecules 2025 dataset. Energies are from the ωB97M-V functional and the def2-TZVPD basis.

```
! RIJCOSX wB97M-V def2-TZVPD def2/J DEFGRID3
* xyz -1 6
Te 2.95198 0.22565 1.97742
Ru 0.30649 -1.00401 0.44976
S 4.60316 -2.45891 -0.56071
F 0.51916 3.37199 -2.65131
F 2.22177 1.81296 1.30592
F 0.39978 -2.64842 1.52078
F 3.42065 1.37222 3.46966
F 4.46950 0.80298 0.92940
F -3.42877 2.73371 -0.25704
F 1.06938 0.08232 2.66240
O -0.89622 -4.03532 -1.97039
O 2.07095 -0.54139 0.26550
O 0.94115 -7.02974 2.71328
O -0.17795 -2.00074 -1.36648
O -0.50899 -6.52690 1.12726
N -1.66096 -0.74527 1.41086
C -4.96818 -1.22180 -0.80276
C -2.33081 0.38113 1.10479
C -2.91469 -1.21030 -2.09442
C -1.08962 -2.88578 -1.60477
C -3.97064 -0.14950 2.76199
C 3.62244 -4.07399 1.39467
C 2.36766 -3.98376 -0.67636
C -2.16986 2.32108 -0.53948
C 1.64000 -5.40006 1.12352
C -2.05312 -0.57574 -3.15531
C -3.29605 -2.93956 -0.42903
C -0.34294 0.79932 -0.27061
C 2.72683 -4.98559 1.89947
C -6.29420 -0.59329 -0.46675
C 0.68884 -6.38376 1.73117
C 3.46810 -3.56685 0.08530
C -1.64805 1.19675 0.08362
C -4.52754 -2.35870 -0.14004
C -2.48708 -2.34510 -1.39399
C -3.51100 0.69658 1.76785
C 1.46448 -4.89376 -0.15622
C -2.09978 -1.55731 2.37096
C -0.17907 2.64436 -1.76028
C -1.46515 3.05794 -1.46516
C -4.15766 -0.67317 -1.79060
C -2.81908 -4.14557 0.33953
C -3.25568 -1.29336 3.07910
C 0.40153 1.53333 -1.18403
H -2.62833 0.15355 -3.72660
H -2.73796 -5.01769 -0.30732
H 2.83550 -5.38770 2.89715
H -3.57722 -1.97279 3.85493
H -7.06032 -0.87357 -1.19376
H -1.47498 -2.41830 2.56742
H 0.63478 -5.16321 -0.79983
H -0.60833 -5.87297 0.42257
H -1.18969 -0.07685 -2.71490
H -6.22157 0.49573 -0.46990
H -1.90166 3.93021 -1.92929
H 4.46182 -3.73612 1.98716
H -4.48956 0.21541 -2.32012
H -4.04459 1.59929 1.52144
H -3.49775 -4.38264 1.15855
H 2.20451 -3.57572 -1.66311
H 1.41683 1.25311 -1.42702
H -5.14721 -2.79536 0.63756
H -6.63908 -0.90974 0.51838
H -1.66615 -1.32766 -3.84516
H -4.88188 0.09378 3.29410
H -1.82711 -3.95334 0.75970
*
```

Properties
E_LUMO (alpha / beta) ... 2.0 / 0.3 eV
Gap between HOMO and LUMO (alpha / beta) ... 8.1 / 6.7 eV
E ... -80857.8988 eV
⟨S²⟩ ... 8.800
Energy relative to the best compared isomer or geometry (same formula, charge and spin) ... 7.1 kcal per mole